{
  "formula": "CH14O5S",
  "method": "the ωB97M-V functional and the def2-TZVPD basis",
  "homo_ev": -9.25,
  "orbital_gap_ev": 9.76,
  "lumo_energy_ev": 0.5042,
  "species": ["C", "S", "H", "H", "H", "H", "O", "H", "H", "O", "H", "H", "O", "H", "H", "O", "H", "H", "O", "H", "H"],
  "positions_angstrom": [[1.5669, -2.6604, 0.2355], [1.6829, -1.5728, 1.7514], [2.2769, -3.5146, 0.2896], [1.9175, -1.9469, -0.5347], [0.5924, -3.0986, -0.0349], [1.2669, -0.3506, 1.1361], [-1.4926, -0.2373, -1.8845], [-1.4554, 0.2242, -1.0309], [-1.9556, 0.3382, -2.4961], [-1.4635, -0.8803, 2.0653], [-1.8245, -0.9897, 2.9491], [-0.7407, -1.5177, 1.9904], [1.1076, 0.7929, -0.6794], [0.8815, 0.0641, -1.2856], [0.7766, 1.6035, -1.1086], [-0.2351, 2.9863, -1.7124], [0.4422, 3.6254, -1.4491], [-0.9068, 2.9800, -0.9851], [-0.8873, 1.7915, 0.9308], [-0.1774, 1.3416, 0.4450], [-1.3724, 1.0212, 1.4082]]
}

***

{
  "formula": "CH15Mn2O11P",
  "method": "the ωB97M-V functional and the def2-TZVPD basis",
  "spin_multiplicity": 11,
  "s_squared": 30.011,
  "homo_ev": [-7.89, -7.93],
  "orbital_gap_ev": [5.82, 5.83],
  "lumo_energy_ev": [-2.0705, -2.1037],
  "species": ["Mn", "Mn", "C", "O", "H", "H", "H", "P", "O", "O", "O", "O", "O", "H", "H", "O", "H", "H", "O", "H", "H", "O", "H", "H", "O", "H", "H", "O", "H", "H"],
  "positions_angstrom": [[0.7114, -1.4794, 2.3474], [2.9026, -1.4408, -0.1642], [-0.0226, 0.5376, -0.0657], [0.8899, -0.4018, 0.4853], [0.3940, 1.2621, -0.7654], [-0.8395, 0.1514, -0.6753], [-0.5285, 1.0173, 0.7722], [1.8253, -3.5030, 1.1688], [0.3755, -3.3827, 1.6098], [2.4444, -4.7922, 1.6450], [2.5472, -2.2886, 1.7248], [1.9017, -3.1377, -0.3319], [-2.2570, -0.5377, -3.0252], [-1.8196, 0.0333, -3.6568], [-2.1502, -0.0922, -2.1848], [0.1432, -2.0027, -3.2354], [0.5495, -2.1384, -4.0914], [-0.2331, -1.1239, -3.2849], [-1.4207, -1.1731, 2.6352], [-1.9480, -1.9499, 2.8217], [-2.0508, -0.5254, 2.3196], [0.5384, 3.8035, -1.4740], [0.3560, 2.8639, -1.4662], [1.3168, 3.9014, -0.9256], [1.5398, 2.9831, 2.2146], [1.5582, 2.1790, 1.6957], [2.4149, 3.0414, 2.5981], [-3.0865, 3.0532, 0.6545], [-3.0300, 2.9960, -0.2993], [-3.0222, 2.1462, 0.9536]]
}

***

{
  "formula": "CH15NO6",
  "method": "the ωB97M-V functional and the def2-TZVPD basis",
  "homo_ev": -9.29,
  "orbital_gap_ev": 9.26,
  "lumo_energy_ev": -0.0393,
  "species": ["N", "C", "O", "H", "H", "H", "H", "H", "O", "H", "H", "O", "H", "H", "O", "H", "H", "O", "H", "H", "O", "H", "H"],
  "positions_angstrom": [[1.3308, -1.1816, -0.5862], [1.8336, -0.6405, 0.6789], [1.4955, 0.7642, 0.6770], [1.1825, -2.1681, -0.4622], [0.6169, -0.5784, -1.0146], [1.3978, -1.0959, 1.5424], [3.0253, -0.8508, 0.7203], [0.5137, 0.9003, 0.7182], [2.5201, 1.5608, 2.9842], [1.8537, 0.9691, 2.4694], [2.6764, 2.2715, 2.2997], [-4.5233, -2.9857, -0.1547], [-4.1769, -2.1747, 0.1748], [-5.1698, -3.2997, 0.4778], [0.7497, 1.7264, -1.8287], [0.3754, 1.8555, -0.9619], [1.6939, 1.4989, -1.8108], [-0.9348, 1.1539, 0.5139], [-1.4416, 0.3705, 0.8237], [-0.9330, 0.9869, -0.4799], [-1.4876, 0.3186, -1.9390], [-1.2989, 1.1213, -2.4993], [-1.2995, -0.5223, -2.3431]]
}

***

Result set for energy above the lowest of the compared OMol25 structures with the same formula, charge and spin: 0.377 2.142 2.591 eV, one per record in the order listed.
Result set for molar mass: 138.2 344.0 137.1 g/mol, one per record in the order listed.